one) 19
Properties=species:S:1:pos:R:3 method="wB97M-V/def2-TZVPD" smiles="CC(C)N1CC(=S)C1" charge=0 e_homo_ev=-8.64 homo_lumo_gap_ev=8.669
C 2.048 1.157 -0.855
C 1.934 0.214 0.303
C 2.806 -1.015 0.131
N 0.570 -0.246 0.605
C -0.468 0.775 0.906
C -1.449 -0.049 0.045
S -3.005 -0.055 -0.202
C -0.254 -0.858 -0.471
H 1.846 0.651 -1.780
H 3.113 1.539 -0.900
H 1.436 2.094 -0.755
H 2.289 0.792 1.198
H 2.789 -1.662 0.994
H 3.860 -0.695 0.007
H 2.523 -1.576 -0.764
H -0.295 1.747 0.506
H -0.764 0.867 2.016
H -0.438 -1.985 -0.410
H 0.037 -0.522 -1.472

=====

two) 19
Properties=species:S:1:pos:R:3 method="wB97M-V/def2-TZVPD" charge=0 e_homo_ev=-8.57 homo_lumo_gap_ev=9.546
C -2.246 -0.724 -0.242
C -0.859 -0.156 -0.427
C -0.273 1.027 0.437
C 0.961 1.348 -0.325
C 1.499 -0.089 -0.574
C 0.360 -0.828 0.182
H -3.049 -0.100 -0.681
H -2.458 -1.017 0.763
H -2.287 -1.676 -0.818
H -0.796 0.163 -1.487
H -0.889 1.858 0.799
H 0.771 1.834 -1.286
H 1.657 1.948 0.334
H 1.506 -0.283 -1.626
H 2.789 -0.614 1.280
H 0.404 -1.913 0.276
H -0.461 -0.319 2.022
N 0.235 0.010 1.387
S 3.137 -0.467 -0.012

=====

three) 19
Properties=species:S:1:pos:R:3 method="wB97M-V/def2-TZVPD" smiles="CC(=S)CN1CCC1" charge=0 e_homo_ev=-8.41 homo_lumo_gap_ev=7.884
C -2.073 -1.583 -0.411
C -1.839 -0.686 0.754
S -2.995 0.374 1.480
C -0.394 -0.417 1.091
N 0.503 0.043 -0.054
C 0.387 1.191 -0.799
C 1.870 1.323 -0.846
C 1.877 0.131 0.239
H -1.647 -2.747 -0.232
H -1.110 -1.290 -1.050
H -3.315 -1.540 -0.745
H 0.383 -1.141 1.598
H -0.492 0.466 1.747
H -0.302 1.990 -0.135
H -0.157 1.016 -1.843
H 2.336 2.094 -0.219
H 2.202 1.135 -1.787
H 2.299 0.457 1.205
H 2.467 -0.816 0.007

=====

Sorted by energy, starting with the most stable: two), one), three).